1.
126
Properties=species:S:1:pos:R:3:mulliken_charge:R:1 method="wB97M-V/def2-TZVPD" de_lowest_kcal_mol=103.5 total_energy_ha=-8222.06359 largest_force_ha_per_bohr=0.04795 spin_multiplicity=3 total_charge=+1 s_squared=2.026
W 0.4493 -1.3558 0.9455 0.63
N -1.2942 0.0785 -1.8373 -0.31
C -2.5420 0.0936 -1.0931 -0.67
C -2.4163 -0.2078 0.3738 0.50
O -3.1834 0.1434 1.2141 -0.58
O -1.3780 -1.0533 0.6942 -0.16
H -1.2588 0.8480 -2.4889 0.26
H -1.1551 -0.7760 -2.3640 0.11
H -3.2819 -0.6293 -1.4567 0.25
H -3.0157 1.0731 -1.1277 0.46
C 3.5468 3.8201 3.8267 -1.62
C 3.4135 2.3913 4.2832 0.67
C 2.2473 1.9331 4.8856 -0.45
C 2.0977 0.6118 5.2983 0.72
C 0.8175 0.1940 5.9806 -1.78
C 3.1586 -0.2752 5.0942 -0.22
C 4.3485 0.1670 4.5047 1.16
C 5.5031 -0.7724 4.2640 -1.62
C 4.4544 1.4908 4.1047 -1.00
C 3.0817 -1.6834 5.5853 0.30
C 3.3688 -1.8929 6.9289 -0.31
C 3.3796 -3.1701 7.4556 -1.30
C 3.1388 -4.2489 6.6285 -0.35
C 2.8511 -4.0897 5.2727 -0.71
C 2.7854 -2.7839 4.7566 0.97
Ge 2.0951 -2.3895 2.9895 1.00
S 2.4463 -0.4951 1.8723 -0.22
S -0.1357 -2.2049 3.0784 -0.37
Ge 0.5981 -3.7169 0.0238 0.69
S 1.4401 -1.8582 -1.0858 -0.30
S 2.4203 -3.9577 1.4463 -0.25
C -1.3616 -6.5819 -0.9083 0.09
C -0.2438 -6.8858 -1.6408 0.23
C 0.9335 -7.0079 -0.8882 -0.29
C 0.9135 -6.8497 0.4938 -1.10
C -0.2650 -6.5215 1.1579 -0.75
C -1.4708 -6.3910 0.4500 1.23
C -2.7596 -6.1150 1.1533 -0.03
C -3.0996 -6.8814 2.2725 0.85
C -2.3163 -8.0943 2.7209 -1.93
C -4.2359 -6.5479 3.0044 -0.98
C -5.0550 -5.4872 2.6528 0.70
C -6.2762 -5.1318 3.4573 -1.52
C -4.7325 -4.7796 1.5016 -0.98
C -3.6154 -5.0849 0.7374 1.06
C -3.3936 -4.2792 -0.5190 -1.40
C -0.2901 -7.1371 -3.1153 -0.55
C -0.3036 -8.4506 -3.5827 0.62
C -0.2668 -9.6389 -2.6533 -1.68
C -0.3459 -8.6716 -4.9583 -0.90
C -0.3828 -7.6293 -5.8696 0.73
C -0.4509 -7.8840 -7.3523 -1.47
C -0.3718 -6.3279 -5.3749 -1.16
C -0.3277 -6.0661 -4.0151 1.07
C -0.2955 -4.6384 -3.5261 -0.73
C 2.7401 -5.3862 4.5285 0.96
C 3.8654 -5.9079 3.8941 0.66
C 5.1403 -5.1206 3.7038 -1.66
C 3.8265 -7.2213 3.4250 -0.82
C 2.7112 -8.0244 3.5872 0.49
C 2.6855 -9.4473 3.0966 -1.60
C 1.5952 -7.4736 4.2157 -0.40
C 1.5894 -6.1712 4.6850 0.35
C 0.3580 -5.6233 5.3633 -1.71
H 2.9812 4.4955 4.4694 0.40
H 3.1785 3.9358 2.8036 0.23
H 4.5859 4.1464 3.8342 0.44
H 1.4366 2.6300 5.0764 0.52
H -0.0381 0.7170 5.5495 0.37
H 0.8442 0.4425 7.0442 0.39
H 0.6318 -0.8762 5.9031 0.26
H 5.5523 -1.5652 5.0095 0.34
H 6.4482 -0.2310 4.2767 0.55
H 5.4195 -1.2500 3.2823 0.18
H 5.3799 1.8308 3.6517 0.47
H 3.6007 -1.0388 7.5535 0.57
H 3.6034 -3.3284 8.5026 0.44
H 3.1905 -5.2571 7.0218 0.61
H 1.8568 -7.2580 -1.4005 0.70
H 1.8236 -6.9672 1.0625 0.39
H -0.2751 -6.4071 2.2359 0.93
H -1.7100 -8.5273 1.9260 0.32
H -3.0072 -8.8590 3.0741 0.59
H -1.6462 -7.8565 3.5520 0.17
H -4.4932 -7.1534 3.8675 0.38
H -6.3791 -5.7754 4.3297 0.36
H -7.1829 -5.2311 2.8583 0.35
H -6.2273 -4.0980 3.8030 0.33
H -5.3818 -3.9722 1.1762 0.46
H -2.9060 -3.3344 -0.2858 -0.04
H -4.3546 -4.0525 -0.9842 0.58
H -2.7903 -4.8009 -1.2598 0.00
H -0.7343 -9.4269 -1.6923 0.25
H 0.7621 -9.9502 -2.4563 0.31
H -0.7820 -10.4872 -3.1021 0.48
H -0.3616 -9.6936 -5.3217 0.36
H -0.3428 -8.9438 -7.5782 0.38
H 0.3350 -7.3432 -7.8812 0.34
H -1.4062 -7.5507 -7.7617 0.31
H -0.3937 -5.4950 -6.0702 0.39
H -0.2555 -3.9396 -4.3610 0.39
H 0.5883 -4.4588 -2.9079 0.09
H -1.1759 -4.3958 -2.9250 0.02
H 5.0825 -4.1133 4.1125 0.03
H 5.3786 -5.0379 2.6408 0.36
H 5.9802 -5.6244 4.1850 0.47
H 4.7039 -7.6242 2.9293 0.41
H 3.6056 -9.7030 2.5728 0.38
H 1.8483 -9.6142 2.4151 0.31
H 2.5679 -10.1420 3.9297 0.39
H 0.7034 -8.0807 4.3405 0.35
H -0.4755 -6.3192 5.2661 0.36
H 0.0519 -4.6692 4.9273 0.15
H 0.5245 -5.4489 6.4285 0.46
C -0.7322 3.9055 2.9921 -0.89
N -0.2837 2.9103 2.0244 0.20
C 0.2500 3.1717 0.7792 -0.63
C 0.4871 1.9641 0.2052 -1.03
N 0.0996 0.9800 1.0856 0.11
C -0.3109 1.5798 2.1837 -0.43
H -1.2988 4.6740 2.4723 0.38
H 0.1143 4.3565 3.4995 0.27
H -1.3810 3.4229 3.7184 0.35
H 0.3799 4.1751 0.4144 0.57
H 0.8741 1.7337 -0.7712 0.52
H -0.6919 1.0882 3.0642 0.48


2.
125
Properties=species:S:1:pos:R:3:mulliken_charge:R:1 method="wB97M-V/def2-TZVPD" total_energy_ha=-2960.45656 largest_force_ha_per_bohr=0.04704 spin_multiplicity=2 total_charge=+1 s_squared=0.860
Re -0.1080 0.3807 -0.1163 0.87
C -1.9137 -4.4198 1.4429 -1.74
C -2.1425 -3.3281 0.3881 1.59
C -2.7198 -3.9625 -0.8851 -1.56
C -3.0420 -2.2268 0.9365 1.03
C -4.4005 -2.4786 1.0875 -0.31
C -5.2577 -1.5080 1.5761 -1.60
C -4.7615 -0.2687 1.9371 -0.34
C -3.4059 0.0237 1.8237 0.80
C -2.8644 1.3363 2.3637 2.51
C -2.6246 1.2071 3.8756 -1.59
C -3.7797 2.5248 2.0556 -1.89
C -2.5559 -0.9642 1.3096 -1.21
N -1.1264 -0.7269 1.2423 1.54
C -0.3810 -1.4293 2.1987 0.62
O -0.7882 -1.8600 3.2471 -0.67
C 1.0401 -1.6195 1.7588 -0.39
C 1.9736 -2.4615 2.3243 -0.89
C 3.2288 -2.5427 1.7306 -1.03
C 3.5069 -1.7947 0.5891 -0.70
C 2.5074 -0.9967 0.0777 0.06
N 1.3179 -0.9260 0.6632 0.80
C 2.5433 -0.2423 -1.2161 0.12
O 3.5425 -0.1297 -1.8767 -0.66
N 1.2749 0.2560 -1.5486 1.25
C 1.0294 0.5274 -2.9554 -0.13
C 1.1168 1.8144 -3.4929 0.83
C 0.6756 1.9831 -4.8077 -0.64
C 0.2469 0.9263 -5.5835 -1.67
C 0.2768 -0.3576 -5.0653 -0.36
C 0.6544 -0.5789 -3.7485 -0.04
C 0.7203 -2.0137 -3.2273 2.06
C 2.0837 -2.6207 -3.5917 -1.73
C -0.3909 -2.9167 -3.7716 -1.61
C 1.7195 3.0761 -2.8567 1.15
C 2.9410 3.4910 -3.6997 -1.68
C 2.1863 3.0294 -1.4031 -1.86
H -1.1717 -5.1396 1.0874 0.42
H -2.8465 -4.9561 1.6336 0.38
H -1.5728 -4.0008 2.3898 0.40
H -1.1780 -2.8879 0.1229 -0.72
H -3.5705 -4.6059 -0.6521 0.46
H -1.9601 -4.5790 -1.3712 0.40
H -3.0506 -3.2039 -1.5922 0.30
H -4.7947 -3.4547 0.8288 0.43
H -6.3116 -1.7262 1.6948 0.42
H -5.4342 0.4781 2.3427 0.41
H -1.9001 1.5229 1.9041 -1.38
H -3.5689 1.0321 4.3984 0.39
H -2.1664 2.1190 4.2726 0.37
H -1.9592 0.3678 4.0900 0.28
H -4.6610 2.5208 2.7011 0.54
H -4.1170 2.5106 1.0154 0.40
H -3.2480 3.4651 2.2312 0.18
H 1.7011 -3.0379 3.1995 0.65
H 3.9839 -3.2002 2.1418 0.46
H 4.4568 -1.8417 0.0736 0.64
H 0.6708 2.9810 -5.2325 0.56
H -0.0926 1.0967 -6.5979 0.42
H -0.0050 -1.1940 -5.6924 0.41
H 0.6196 -1.9973 -2.1391 -0.84
H 2.1710 -2.6984 -4.6782 0.38
H 2.1877 -3.6224 -3.1655 0.46
H 2.9124 -2.0066 -3.2391 0.34
H -0.2346 -3.1529 -4.8254 0.51
H -1.3690 -2.4555 -3.6619 0.23
H -0.3940 -3.8602 -3.2219 0.36
H 0.9613 3.8625 -2.9437 0.00
H 3.7076 2.7158 -3.6341 0.40
H 3.3574 4.4280 -3.3223 0.47
H 2.6899 3.6329 -4.7491 0.39
H 3.0441 2.3630 -1.2962 0.55
H 1.4115 2.7195 -0.7047 0.27
H 2.5147 4.0303 -1.1094 0.59
C -2.0232 8.1357 3.0658 -1.07
O -1.4056 7.0024 2.4546 -0.31
C -1.4006 6.9223 1.1027 1.40
C -2.0321 7.8418 0.2738 -0.61
C -1.9160 7.7476 -1.1063 -0.82
C -1.1665 6.7322 -1.6775 -0.92
C -0.5982 5.7740 -0.8563 0.20
C -0.7269 5.8420 0.5237 -0.49
N -0.1743 4.7569 1.2699 0.59
C 0.1090 4.6679 2.5379 -0.12
C 0.6097 3.4926 3.1666 0.09
C 1.0189 3.6193 4.5142 -0.88
C 1.5529 2.5704 5.2040 -1.18
C 1.6893 1.3402 4.5442 -0.58
C 1.2863 1.1815 3.2396 -0.45
C 0.7327 2.2382 2.4992 -0.04
O 0.3264 2.1211 1.2514 0.52
H -1.7272 8.1066 4.1085 0.25
H -3.1099 8.0729 2.9989 0.38
H -1.6749 9.0668 2.6200 0.44
H -2.6145 8.6436 0.7058 0.47
H -2.4091 8.4810 -1.7320 0.42
H -1.0299 6.6779 -2.7498 0.47
H -0.0215 4.9599 -1.2803 0.00
H 0.0015 3.8919 0.7547 -0.71
H -0.0249 5.5554 3.1375 0.58
H 0.9129 4.5891 4.9886 0.49
H 1.8760 2.6802 6.2298 0.44
H 2.1223 0.4956 5.0681 0.52
H 1.4080 0.2372 2.7474 0.72
C -6.9609 1.1293 -4.3518 -1.66
C -5.7378 1.3698 -3.5064 0.50
C -5.4694 2.6257 -2.9853 -0.79
C -4.3285 2.8898 -2.2326 0.77
C -4.1635 4.3015 -1.7038 -1.80
C -3.4165 1.8455 -2.0165 -0.45
Te -1.6612 2.2844 -0.9605 0.47
C -3.6728 0.5600 -2.5165 0.74
C -2.7301 -0.5890 -2.3040 -0.17
C -4.8318 0.3460 -3.2475 -0.51
H -7.7947 1.7453 -4.0151 0.39
H -7.2606 0.0820 -4.3282 0.38
H -6.7534 1.3935 -5.3915 0.31
H -6.1682 3.4377 -3.1637 0.45
H -3.9211 4.9851 -2.5210 0.46
H -3.3846 4.3846 -0.9501 -0.04
H -5.1016 4.6376 -1.2607 0.46
H -2.6891 -0.8615 -1.2455 -0.51
H -1.7213 -0.3309 -2.6436 -0.78
H -3.0686 -1.4562 -2.8659 0.63
H -5.0305 -0.6502 -3.6323 0.45